Version a
Below is one molecule with the formula C7H10Cl2OSi, with properties calculated with wB97M-V/def2-TZVPD.

Geometry as XYZ:
```
21
C7H10Cl2OSi | the Open Molecules 2025 dataset | wB97M-V/def2-TZVPD
C 1.5943 -1.3959 1.1075
C -0.0721 -0.6378 1.1210
C 1.9241 -2.1093 0.1053
C -0.7870 -1.3270 2.0441
C -0.8365 -0.5217 -1.8572
C 1.3995 1.3919 -0.6943
C -1.6660 1.7305 0.0139
O 2.2892 -2.7632 -0.7887
Si -0.2162 0.5925 -0.3469
Cl 2.5533 -0.7883 2.4085
Cl -2.4227 -0.8835 2.3786
H -0.5545 -2.1294 2.6607
H -1.9785 -0.6762 -1.6289
H -0.6476 0.1869 -2.7473
H -0.1826 -1.3903 -1.9941
H 1.7498 1.5656 0.3546
H 2.0363 0.7840 -1.1885
H 1.5589 2.3942 -1.1184
H -1.6923 2.3363 -0.8920
H -2.5890 1.2874 0.1993
H -1.4605 2.3531 0.8628
```

Output
Net charge: 0
SMILES: C[Si](C)(C)/C(=C\Cl)C(Cl)=C=O
Frontier orbital gap: 8.826 eV
LUMO energy: -0.2 eV
Highest occupied orbital energy: -0.33162 Eh


Version b
Below is one molecule with the formula C7H10Cl2OSi, with properties calculated with wB97M-V/def2-TZVPD.

Geometry as XYZ:
```
21
C7H10Cl2OSi | the Open Molecules 2025 dataset | wB97M-V/def2-TZVPD
C 3.8879 0.9743 0.1891
C 2.0448 -0.4003 -0.4303
C 2.9844 0.7880 -0.8485
C 2.4410 -1.6452 -0.4937
C -1.1368 -0.3796 -1.3284
C 0.2624 2.1250 -0.0649
C -0.0476 -0.5315 1.5780
O 2.7123 1.3062 -1.8835
Si 0.2316 0.1998 -0.0304
Cl 5.0721 0.1636 0.8927
Cl 1.3443 -2.9291 -0.3452
H 3.4329 -1.9107 -0.6646
H -1.9874 -0.9520 -1.0031
H -1.4679 0.4333 -1.9285
H -0.5777 -0.9541 -2.0577
H 0.2330 2.3447 1.0138
H 1.1417 2.7139 -0.3936
H -0.6360 2.4479 -0.6059
H 0.7031 -1.2878 1.8055
H 0.1319 0.2330 2.2217
H -1.0716 -0.9025 1.7465
```

Output
Net charge: 0
Frontier orbital gap (alpha / beta): 7.348 / 7.351 eV
LUMO energy (alpha / beta): -1.4 / -1.4 eV
Highest occupied orbital energy (alpha / beta): -0.32287 / -0.32290 Eh


Q: Which of them is the most stable? A: version a.


Version a
Below is one molecule with the formula C21H23N3O6S, with properties calculated with wB97M-V/def2-TZVPD.

Geometry as XYZ:
```
54
C21H23N3O6S | the Open Molecules 2025 dataset | wB97M-V/def2-TZVPD
C 0.7838 3.2131 4.3104
C 0.1571 1.9546 3.7487
O 0.2887 0.8642 4.2508
N -0.5898 2.2102 2.6300
C -1.1868 1.3087 1.7595
C -0.9876 -0.0680 1.8534
C -1.5207 -0.8979 0.8871
C -2.2587 -0.3675 -0.1542
C -2.5274 0.9852 -0.2197
C -1.9895 1.8219 0.7369
H -2.1581 2.8868 0.6768
H -3.1243 1.3704 -1.0295
S -2.8047 -1.5053 -1.4079
O -1.6635 -2.2390 -1.8894
O -3.9192 -2.2596 -0.9093
N -3.3926 -0.5440 -2.6750
H -4.3806 -0.7267 -2.7706
C -2.6772 -0.6555 -3.9245
C -1.3154 0.0150 -3.8659
O -0.5258 -0.0096 -4.7718
O -1.1202 0.6409 -2.7093
C 0.0770 1.4042 -2.5549
H -0.2066 2.4618 -2.5848
H 0.7604 1.1873 -3.3823
C 0.7158 1.1679 -1.1783
O 0.6482 2.0685 -0.3589
N 1.3255 -0.0196 -0.9751
C 1.8449 -0.3580 0.3012
C 2.3690 0.6123 1.1501
C 2.7985 0.2750 2.4206
C 2.7191 -1.0328 2.8613
C 2.2620 -2.0101 1.9963
C 1.8341 -1.6944 0.7167
C 1.4767 -2.7595 -0.2737
C 2.0489 -2.3042 -1.6102
C 1.3073 -1.0431 -2.0215
H 1.7585 -0.6314 -2.9298
H 0.2731 -1.3295 -2.2323
H 1.9002 -3.0573 -2.3836
H 3.1198 -2.1118 -1.5091
H 1.8935 -3.7186 0.0360
H 0.3947 -2.8715 -0.3789
H 2.2384 -3.0433 2.3120
H 3.0302 -1.2921 3.8610
H 3.1977 1.0407 3.0680
H 2.4400 1.6338 0.8193
H -2.5012 -1.7001 -4.2180
H -3.2475 -0.1672 -4.7196
H -1.3585 -1.9631 0.9248
H -0.3947 -0.4686 2.6580
H -0.6261 3.1706 2.3169
H 0.0133 3.9331 4.5778
H 1.3593 2.9620 5.1964
H 1.4410 3.6609 3.5680
```

Output
Net charge: 0
SMILES: CC(=O)Nc1ccc(S(=O)(=O)NCC(=O)OCC(=O)N2CCCc3ccccc32)cc1
Frontier orbital gap: 8.785 eV
LUMO energy: 0.5 eV
Highest occupied orbital energy: -0.30463 Eh


Version b
Below is one molecule with the formula C21H23N3O6S, with properties calculated with wB97M-V/def2-TZVPD.

Geometry as XYZ:
```
54
C21H23N3O6S | the Open Molecules 2025 dataset | wB97M-V/def2-TZVPD
C -5.3287 -0.1183 1.6383
H -6.0377 0.3169 0.9278
O -4.4480 -1.0214 1.0058
C -3.5386 -0.5232 0.1179
C -3.5416 0.8070 -0.2907
C -2.5435 1.2970 -1.1138
C -1.5629 0.4455 -1.6136
C -1.5772 -0.8921 -1.2645
C -2.5537 -1.3938 -0.3777
O -2.3983 -2.7113 -0.0784
C -3.4690 -3.4639 0.4498
H -3.6617 -3.2183 1.4958
H -3.1484 -4.5029 0.3719
H -4.3844 -3.3210 -0.1279
O -0.6652 -1.8090 -1.7006
C 0.2315 -1.4190 -2.7108
H -0.2961 -1.0698 -3.6042
H 0.9175 -0.6358 -2.3686
H 0.8033 -2.3123 -2.9561
H -0.8186 0.8308 -2.2910
C -2.5050 2.7411 -1.4504
O -3.4209 3.3867 -1.8968
N -1.2658 3.3290 -1.2445
C -0.2352 2.7840 -0.5121
C -0.3138 2.1821 0.7257
C -1.4654 2.1590 1.5273
N -2.3699 2.1494 2.2334
C 0.9292 1.6285 1.1640
C 1.9226 1.8173 0.2499
S 1.3809 2.6999 -1.1474
C 3.3763 1.5327 0.3834
O 4.1969 2.4293 0.3284
N 3.7125 0.2411 0.6120
C 2.8677 -0.9138 0.4045
H 1.8469 -0.6103 0.1782
H 2.8707 -1.5232 1.3149
C 3.4332 -1.7454 -0.7568
O 4.7704 -2.1116 -0.5239
C 5.5870 -0.9717 -0.3672
H 6.5972 -1.3402 -0.1862
C 5.1072 -0.1104 0.8036
H 5.6845 0.8125 0.8677
H 5.1988 -0.6758 1.7371
H 5.5767 -0.3721 -1.2900
H 2.8703 -2.6731 -0.8665
H 3.3632 -1.1614 -1.6888
C 1.0767 0.9588 2.4879
H 0.5776 -0.0107 2.4772
H 0.6045 1.5632 3.2608
H 2.1248 0.8177 2.7363
H -1.1365 4.2451 -1.6565
H -4.2885 1.4942 0.0673
H -4.7799 0.6775 2.1491
H -5.8736 -0.7148 2.3686
```

Output
Net charge: 0
SMILES: COc1cc(C(=O)Nc2sc(C(=O)N3CCOCC3)c(C)c2C#N)cc(OC)c1OC
Frontier orbital gap: 8.237 eV
LUMO energy: 0.0 eV
Highest occupied orbital energy: -0.30175 Eh


Q: Which of them is the most stable? A: version a.


Version a
Below is a 4-piece molecular cluster, C2H10O5 overall, with properties calculated with wB97M-V/def2-TZVPD.

Geometry as XYZ:
```
17
C2H10O5 | the Open Molecules 2025 dataset | wB97M-V/def2-TZVPD
O -0.5770 0.2362 0.7255
C 0.0971 0.8076 -0.0927
O 0.7790 0.1821 -0.9983
C 0.4886 2.2694 0.0319
H 0.7751 -0.8167 -1.2817
H 1.5768 2.2621 0.4201
H -0.0977 2.9139 0.5950
H 0.3107 2.6399 -0.9433
H -2.5570 -2.0772 -0.6698
H -2.5832 -1.0327 -1.5536
O -2.1433 -1.9423 -1.5480
H -0.6110 1.1548 2.3334
H 0.6352 1.1559 3.0861
O -0.2124 1.6632 2.9876
H 2.2540 -2.6167 -0.5225
H 0.9724 -3.0675 -0.6417
O 1.6301 -2.5115 -1.2238
```

Output
Net charge: 0
SMILES: CC(=O)O.O.O.O
Frontier orbital gap: 10.545 eV
LUMO energy: 0.2 eV
Highest occupied orbital energy: -0.37944 Eh


Version b
Below is a 4-piece molecular cluster, C2H10O5 overall, with properties calculated with wB97M-V/def2-TZVPD.

Geometry as XYZ:
```
17
C2H10O5 | the Open Molecules 2025 dataset | wB97M-V/def2-TZVPD
O 0.8172 0.7582 -0.0887
C 0.6509 -0.5701 0.2349
O 0.4807 -0.8322 1.4024
C -0.1873 -1.3243 -0.8076
H -0.9073 -0.5360 1.6814
H -1.1833 -1.5495 -0.4228
H 0.2551 -2.2891 -1.0462
H -0.3463 -0.6282 -1.6225
H -0.1266 1.0931 -0.1145
H -1.4232 1.7831 -0.8218
O -1.7917 1.5811 0.0430
H 1.5592 0.3116 -1.8418
H 3.0014 0.6116 -1.8339
O 2.3225 0.2901 -2.4399
H -1.6697 0.6724 0.4234
H -1.7623 0.0611 2.7220
O -1.8698 -0.2784 1.8246
```

Output
Net charge: 0
SMILES: CC(=O)O.O.O.O
Frontier orbital gap: 10.953 eV
LUMO energy: -0.5 eV
Highest occupied orbital energy: -0.42187 Eh


Q: Which of them is the most stable? A: version a.